The following is a DFT calculation (the ωB97M-V functional and the def2-TZVPD basis) of 2 unconnected molecules or ions with the total composition C2H5F2N2P.

The geometry in XYZ format:
```
12
C2H5F2N2P (the ωB97M-V functional and the def2-TZVPD basis)
F 2.05978 0.42448 1.52155
H -2.46111 2.00595 -0.74624
H 1.52223 -1.95434 1.63455
C 0.84608 -2.42327 0.88187
H 0.75773 -3.56922 0.93875
F 1.00511 0.25691 -1.74894
N -1.15086 0.56446 -0.26410
H -0.62289 2.21592 -1.41006
N 0.23126 -1.85433 -0.04195
C -1.37110 1.96551 -0.61795
H -1.02824 2.52052 0.16145
P 0.21201 -0.15259 -0.30892
```

Calculated values
HOMO energy (alpha / beta): -7.966 / -9.544 eV
2S+1: 3
electronic energy: -729.61061 Eh
LUMO energy (alpha / beta): 0.11 / -4.13 eV
energy relative to the best compared isomer or geometry (same formula, charge and spin): 43.4 kcal/mol
expectation value of S²: 2.016

Taken from the Löwdin analysis, the atomic charges in e are: F -0.28; H 0.09; H 0.07; C -0.12; H 0.10; F -0.29; N -0.21; H 0.09; N -0.17; C -0.14; H 0.04; P 0.83



The following is a DFT calculation (the ωB97M-V functional and the def2-TZVPD basis) of a single HNO2P2 molecule.

The geometry in XYZ format:
```
6
HNO2P2 (the ωB97M-V functional and the def2-TZVPD basis)
P -0.37000 1.15834 -1.03853
N -0.52164 -0.16854 -0.22104
O 0.79225 2.05013 -0.91884
P -1.28372 0.95675 -3.17627
O -2.72019 0.99426 -3.09360
H 0.25034 -0.35831 0.40927
```

Calculated values
HOMO energy (alpha / beta): -8.409 / -11.044 eV
2S+1: 3
electronic energy: -888.45059 Eh
LUMO energy (alpha / beta): -1.59 / -4.24 eV
energy relative to the best compared isomer or geometry (same formula, charge and spin): 0.0 kcal/mol
expectation value of S²: 2.019

Taken from the Löwdin analysis, the atomic charges in e are: P 0.48; N -0.22; O -0.38; P 0.67; O -0.53; H -0.01



The following is a DFT calculation (the ωB97M-V functional and the def2-TZVPD basis) of a molecular structure, C36H26F15N2O7OsS.

The geometry in XYZ format:
```
88
C36H26F15N2O7OsS (the ωB97M-V functional and the def2-TZVPD basis)
H -1.61205 -2.99335 -7.09592
H 5.12912 -3.20125 4.71861
C 0.10739 1.86098 -4.50795
H -3.25170 2.10382 -4.07789
H -2.78103 3.02881 -1.78084
O 0.87335 0.19748 -2.51430
H 2.47882 -1.79893 5.84201
H -3.21748 4.03247 -3.15493
C -1.79006 0.85399 2.72512
C -0.07015 -0.55337 -2.57526
C -1.11228 2.25041 -3.94120
C -2.37580 1.46370 -4.16710
C -0.26892 2.73287 4.11216
C 1.49204 -0.77241 2.76840
H -3.33582 3.72917 5.13350
C 2.74538 -0.57439 0.58396
H -3.46124 2.00829 3.40340
S -0.31618 -4.14918 0.84116
C 5.00406 -2.12469 4.85261
O 1.66069 -1.09280 -0.09256
C -2.88865 -1.40397 2.86960
H 1.42476 1.60983 3.46594
O -0.58332 -5.38340 1.51764
H -0.04551 5.05437 -2.34044
O 0.68352 -3.26927 1.44673
F 3.36305 1.29384 -0.82561
N 0.25520 0.71152 -5.29462
C 0.47745 -4.68597 -0.72718
F -3.76347 -2.25263 2.32598
N 0.29241 -0.33806 2.13989
F 1.63009 1.54518 0.43082
F -3.80880 1.60589 0.90038
C -2.61797 -0.17216 1.95469
H -1.45550 -2.78610 -2.82270
C 0.34666 1.68914 3.45530
C -0.57924 -1.14351 -3.85492
Os -0.19264 -1.01872 0.36344
H -2.49674 0.65165 -3.44603
C -0.00252 4.17199 -2.96616
F 3.60660 1.54857 1.30548
C -2.41559 3.81358 -2.44622
H 4.93877 -1.93091 5.92340
O -0.77067 -0.96281 -1.52423
F 4.05081 -2.53570 0.21671
F -1.76097 -2.07259 3.12003
H 2.18069 2.32872 -4.76377
H 2.08029 4.40158 -3.44162
F -4.86867 0.57408 2.49225
C 1.24006 2.65838 -4.33856
F 5.12865 -0.64569 0.21065
O -1.45950 -3.35601 0.38758
H -2.13522 -3.98920 -4.87438
C -1.14348 3.40113 -3.14077
H 1.12709 0.67553 -5.79628
O -2.02343 -0.55081 0.77132
H -2.39299 1.01445 -5.15961
C 3.95900 -1.24436 -0.12299
F 1.63875 -5.30327 -0.48051
H -0.53621 -0.77120 -7.21166
C 3.82493 -1.30828 2.79057
C -0.33949 -0.55361 -5.10238
C -2.38492 1.91454 3.40645
F -0.31533 -5.53737 -1.39179
C -3.98506 0.40774 1.48116
H -2.44265 4.86690 4.13118
C 3.77546 -1.63174 4.13725
H -1.76698 4.33686 5.66756
C 2.70091 -0.89083 2.08143
H -2.24575 4.70877 -1.84906
C -0.71483 -1.24599 -6.25458
F 3.85409 -1.18932 -1.44878
C 2.83598 0.97318 0.35868
C 1.42758 -1.11334 4.11645
C -1.33364 -2.48045 -6.18374
H 0.47357 -1.04493 4.62141
C -0.39648 0.72021 2.77104
H 0.33911 3.46351 4.63312
F 0.72825 -3.64982 -1.53649
C -2.33668 4.00816 4.79800
C -1.62905 -3.03626 -4.94568
C 1.18578 3.80839 -3.58306
H 5.90430 -1.63970 4.47405
C -1.25782 -2.36105 -3.79746
F -3.38948 -1.01350 4.06084
C 2.55318 -1.53293 4.79387
H 4.77794 -1.39031 2.28823
F -4.56955 -0.38379 0.58409
C -1.65431 2.86025 4.10509
```

Calculated values
HOMO energy (alpha / beta): -5.450 / -5.519 eV
2S+1: 5
electronic energy: -4010.71180 Eh
LUMO energy (alpha / beta): 2.46 / 1.25 eV
total charge: -1
energy relative to the best compared isomer or geometry (same formula, charge and spin): 0.0 kcal/mol
expectation value of S²: 6.013

Taken from the Löwdin analysis, the atomic charges in e are: H 0.10; H 0.08; C -0.23; H 0.07; H 0.08; O 0.11; H 0.11; H 0.08; C -0.06; C -0.53; C -0.16; C -0.02; C -0.03; C -0.25; H 0.08; C -0.28; H 0.12; S 0.48; C -0.05; O -0.26; C -0.55; H 0.12; O -0.27; H 0.10; O -0.34; F 0.17; N 0.09; C -0.66; F 0.18; N -0.12; F 0.15; F 0.16; C -0.30; H 0.11; C -0.01; C -0.07; Os 1.90; H 0.09; C -0.07; F 0.15; C -0.05; H 0.07; O -0.22; F 0.17; F 0.16; H 0.11; H 0.10; F 0.14; C -0.04; F 0.14; O -0.35; H 0.10; C -0.23; H 0.13; O -0.25; H 0.08; C -0.55; F 0.13; H 0.11; C 0.03; C -0.21; C 0.02; F 0.12; C -0.55; H 0.08; C -0.26; H 0.07; C -0.07; H 0.07; C -0.04; F 0.18; C -0.54; C 0.00; C -0.09; H 0.13; C -0.21; H 0.11; F 0.12; C -0.05; C -0.08; C -0.09; H 0.08; C -0.01; F 0.15; C -0.03; H 0.12; F 0.18; C -0.27



The following is a DFT calculation (the ωB97M-V functional and the def2-TZVPD basis) of a molecular structure, C6H14B3BaCl2O6P.

The geometry in XYZ format:
```
33
C6H14B3BaCl2O6P (the ωB97M-V functional and the def2-TZVPD basis)
P -1.09828 1.54540 -3.21568
C 2.58072 1.06308 0.22746
C 2.57436 1.00501 2.79121
H 3.10204 -0.63528 1.50603
Ba -0.90390 0.51243 3.21875
O -0.37883 2.72266 -3.67715
C -1.11357 -2.48337 -0.09498
H -2.97215 1.48907 -2.06335
H -2.47972 0.01778 -4.07705
H 1.82434 0.31451 3.22677
Cl 3.72039 1.19396 4.12966
O -2.07509 1.80826 -1.92564
C -2.09415 -0.53840 1.22376
B -0.12935 -1.49517 -0.82146
B 0.06176 0.21345 -2.41129
H -2.85246 0.24964 1.10286
O 0.93112 -0.92681 -0.11910
O 1.27805 0.58109 -1.90362
H 3.38246 1.34827 -0.46312
C -2.38037 -1.73719 0.29805
H 2.07784 2.02116 0.43313
H 4.24853 0.68092 1.54116
H -2.95057 -1.41396 -0.57108
H 2.12304 1.99149 2.62325
H -1.11735 -0.07327 1.04097
H -1.38648 -3.28943 -0.78148
B 1.59966 0.20997 -0.62617
H -2.12248 -0.90945 2.23970
O -0.39691 -1.06122 -2.10135
O -2.06094 0.85797 -4.27578
Cl -3.51124 -2.76799 1.23352
C 3.18263 0.45417 1.50440
H -0.66309 -2.94877 0.78761
```

Calculated values
HOMO energy: -15.469 eV
electronic energy: -2050.00221 Eh
LUMO energy: -8.79 eV
total charge: +2

Taken from the Löwdin analysis, the atomic charges in e are: P 0.51; C -0.04; C -0.68; H 0.12; Ba 2.10; O -0.21; C -0.06; H 0.08; H 0.09; H -0.03; Cl 0.65; O -0.14; C -0.36; B -0.53; B -0.43; H 0.12; O 0.26; O 0.32; H 0.14; C -0.68; H 0.13; H 0.12; H 0.12; H 0.06; H -0.02; H 0.14; B -0.50; H -0.09; O 0.29; O -0.09; Cl 0.71; C -0.23; H 0.13



The following is a DFT calculation (the ωB97M-V functional and the def2-TZVPD basis) of a molecular structure, C18H9Cl3F5N7OS3SbTcTe.

The geometry in XYZ format:
```
49
C18H9Cl3F5N7OS3SbTcTe (the ωB97M-V functional and the def2-TZVPD basis)
C 4.93929 -0.18559 -2.50135
C 3.29304 -0.84283 3.32752
C 3.37624 0.41685 -4.33680
C -1.85506 3.17285 -3.46660
F -1.32191 3.81030 2.46407
C -2.66811 6.97912 -6.41878
F -3.55516 2.41572 2.41941
N 1.56078 -0.37017 1.43481
N -3.58710 3.81641 -5.14289
S -1.38521 -0.33898 1.74679
N 1.76028 0.32424 -1.27235
Cl 2.99825 0.31574 4.61995
C -4.72567 6.37726 -7.56022
H -3.12508 1.45841 -3.86183
C -0.24929 2.74257 -1.75800
C -4.82509 5.17621 -6.88949
H -5.64521 4.49428 -7.07144
N -0.71254 1.49576 -1.56227
S -0.44256 -1.63289 -0.96940
C 3.63182 0.15598 -2.95844
Sb -2.52491 -1.91969 0.25370
F -2.94406 1.30330 0.30795
O -0.08336 1.94032 1.01676
C -1.71974 1.07621 -2.32868
C 2.31771 -0.57666 2.26354
N 3.16135 0.62218 -5.44758
Cl 4.90757 -0.64297 2.64196
F -1.37661 1.67713 3.46373
H -1.84666 7.65794 -6.23464
C -2.43410 4.08858 -4.45279
H 0.56700 3.06235 -1.12622
C -3.81661 4.89209 -5.97278
F -2.16646 3.47304 0.32866
Te -1.86647 2.18809 1.69092
C -2.75091 5.76853 -5.72848
H -3.62832 8.19713 -7.88070
N -1.90640 5.23666 -4.77236
H -4.18543 3.01975 -5.02147
C 2.63262 0.25084 -2.06133
S -4.17656 -1.11539 -1.14274
C -3.66158 7.26732 -7.32879
H -0.38287 4.59371 -2.82041
C -0.78043 3.59818 -2.69220
Cl 3.04613 -2.49922 3.88521
N 5.99432 -0.45112 -2.12816
Tc 0.31197 0.37301 -0.01356
H -5.48476 6.64257 -8.28413
H -2.03388 0.05295 -2.19525
C -2.31889 1.87810 -3.27614
```

Calculated values
HOMO energy (alpha / beta): -8.893 / -8.884 eV
2S+1: 3
electronic energy: -4813.37207 Eh
LUMO energy (alpha / beta): -2.90 / -3.51 eV
energy relative to the best compared isomer or geometry (same formula, charge and spin): 24.6 kcal/mol
expectation value of S²: 2.020

Taken from the Löwdin analysis, the atomic charges in e are: C -0.21; C -1.62; C -0.20; C -0.10; F -0.38; C -0.01; F -0.35; N 0.04; N 0.17; S 0.13; N -0.05; Cl 0.67; C -0.09; H 0.12; C -0.12; C -0.02; H 0.11; N -0.11; S 0.00; C -0.24; Sb 0.45; F -0.56; O -0.72; C -0.17; C -0.28; N 0.16; Cl 0.65; F -0.48; H 0.11; C -0.27; H 0.11; C -0.19; F -0.38; Te 1.65; C -0.22; H 0.10; N 0.19; H 0.15; C -0.12; S 0.04; C -0.09; H 0.12; C 0.03; Cl 0.65; N 0.16; Tc 1.03; H 0.10; H -0.01; C 0.02